w:
{"formula": "C6H13ClN", "method": "wB97M-V/def2-TZVPD", "symbols": ["C", "C", "C", "C", "C", "C", "N", "Cl", "H", "H", "H", "H", "H", "H", "H", "H", "H", "H", "H", "H", "H"], "xyz": [[2.19634, 1.91030, 0.17364], [2.81997, 1.22712, -1.09699], [2.09716, 0.46424, -0.07517], [-1.86589, 0.48654, 0.51062], [-1.56060, -1.01148, 0.42664], [-0.72534, -1.15289, -0.80299], [0.19722, -2.24862, -0.84248], [2.47919, -0.96476, 0.61886], [2.77788, 2.25091, 0.98671], [1.24201, 2.50413, 0.02669], [2.45391, 1.38082, -2.03365], [3.96129, 1.14451, -0.98315], [-2.62569, 0.76461, -0.32974], [-1.00773, 1.08856, 0.54024], [-2.40545, 0.80314, 1.49452], [-1.03620, -1.30179, 1.32978], [-2.51813, -1.61341, 0.44917], [-0.24569, -0.17779, -1.05256], [-0.16172, -3.03586, -0.30214], [1.01010, -1.82065, -0.35004], [0.40768, -2.73452, -1.69129]], "e_lumo_ev": [-4.72, -4.08], "total_charge": 1, "orbital_gap_ha": [0.272, 0.352]}

***

x:
{"formula": "C6H13ClN", "method": "wB97M-V/def2-TZVPD", "symbols": ["C", "C", "N", "C", "Cl", "C", "C", "C", "H", "H", "H", "H", "H", "H", "H", "H", "H", "H", "H", "H", "H"], "xyz": [[0.33700, -0.99348, 2.03835], [-0.17308, 0.25780, 1.41905], [0.62478, 0.66287, 0.33111], [2.03462, 1.09473, 0.68037], [3.22394, 1.49326, -0.52051], [0.33326, 0.50975, -1.16964], [-0.81634, 1.30727, -1.73077], [0.20673, -1.05400, -1.40539], [1.30095, -0.82481, 2.42485], [-0.33382, -1.11843, 2.93702], [0.25356, -1.98304, 1.43754], [-0.23558, 1.02708, 2.24367], [-1.24443, 0.16816, 1.19746], [2.30208, 1.30271, 1.79806], [1.24591, 0.86178, -1.76383], [-1.81782, 0.87025, -1.81785], [-0.97270, 2.19214, -1.10836], [-0.52376, 1.73447, -2.69943], [-0.65525, -1.40641, -0.76323], [1.28095, -1.45208, -1.11936], [-0.13730, -1.28080, -2.41971]], "e_lumo_ev": -5.81, "total_charge": 1, "orbital_gap_ha": 0.334, "smiles": "CC/[N+](=C/Cl)C(C)C"}

***

Stability ranking, top and bottom: x is the most stable and w is the least stable.

***

w:
{"formula": "C6H13ClN", "method": "wB97M-V/def2-TZVPD", "symbols": ["C", "C", "C", "C", "C", "C", "N", "Cl", "H", "H", "H", "H", "H", "H", "H", "H", "H", "H", "H", "H", "H"], "xyz": [[-1.65195, -1.36307, 0.18295], [3.20193, 0.43820, 0.78641], [2.26479, 0.23346, -0.46759], [1.00291, -0.42542, -0.07038], [-0.12655, 0.10584, -0.90254], [-3.93688, 0.92916, 0.20404], [-1.45378, -0.27809, -0.40436], [-4.80641, -0.36721, 0.73578], [-2.66766, -1.54720, 0.50453], [-0.94413, -2.16364, 0.20990], [4.20283, 0.83828, 0.48895], [2.86654, 1.25135, 1.35461], [3.19021, -0.51896, 1.40348], [2.06922, 1.23060, -0.81540], [2.85290, -0.30694, -1.26212], [0.97062, -1.59351, -0.22631], [0.71565, -0.40611, 0.94113], [-0.11715, -0.04369, -1.97628], [-0.12299, 1.26895, -0.82519], [-3.51855, 0.88385, -0.74722], [-3.99155, 1.83414, 0.88558]], "e_lumo_ev": [-7.33, -7.33], "total_charge": 1, "orbital_gap_ha": [0.232, 0.232]}

***

x:
{"formula": "C6H13ClN", "method": "wB97M-V/def2-TZVPD", "symbols": ["C", "C", "C", "Cl", "N", "C", "C", "C", "H", "H", "H", "H", "H", "H", "H", "H", "H", "H", "H", "H", "H"], "xyz": [[-1.45138, 2.54663, 0.52943], [-1.08644, 1.49116, -0.17484], [-0.95240, 0.18078, 0.34997], [-2.28400, -0.83816, -0.27824], [0.37675, -0.52875, -0.00180], [0.59033, -1.59244, 1.07355], [0.22266, -1.26231, -1.33386], [1.54721, 0.43294, -0.19624], [-1.70982, 3.39858, 0.06794], [-1.57026, 2.42530, 1.64356], [-0.92630, 1.61054, -1.29940], [-1.07004, 0.19437, 1.40367], [0.83963, -1.32683, 2.06941], [-0.30823, -2.20442, 1.01943], [1.51468, -2.07757, 0.89940], [0.06749, -0.67062, -2.16002], [1.20404, -1.63333, -1.58832], [-0.38484, -2.15055, -1.30854], [1.62797, 0.80692, -1.25164], [1.22575, 1.20747, 0.41830], [2.52720, -0.00972, 0.11824]], "e_lumo_ev": -2.92, "total_charge": 1, "orbital_gap_ha": 0.420, "smiles": "C=C[C@@H](Cl)[N+](C)(C)C"}

***

Stability ranking, top and bottom: x is the most stable and w is the least stable.

***

w:
{"formula": "C2H6N2S2", "method": "wB97M-V/def2-TZVPD", "symbols": ["C", "C", "N", "S", "N", "S", "H", "H", "H", "H", "H", "H"], "xyz": [[-0.06729, 1.70868, -0.23872], [-0.07570, 0.21613, 0.01791], [-1.20115, -0.31567, -0.29007], [-1.66784, -1.85059, -0.02981], [1.05991, -0.39441, 0.47811], [1.67666, -1.78986, -0.34849], [0.76649, 2.05486, -0.91657], [0.11107, 2.19814, 0.75775], [-1.06177, 2.10074, -0.69195], [-3.06769, -1.62969, -0.05854], [1.85218, 0.30794, 0.55080], [1.67513, -2.60627, 0.76959]], "e_lumo_ev": 0.53, "total_charge": 0, "orbital_gap_ha": 0.316, "smiles": "C/C(=N/S)NS"}

***

x:
{"formula": "C2H6N2S2", "method": "wB97M-V/def2-TZVPD", "symbols": ["H", "N", "C", "N", "S", "S", "C", "H", "H", "H", "H", "H"], "xyz": [[-0.46279, -1.45306, -1.80243], [-0.45723, -0.48516, -1.44322], [0.22620, -0.43501, -0.33062], [0.86570, -1.53115, 0.21099], [1.75043, -1.67837, 1.59900], [0.25222, 0.88939, 0.71800], [-1.18645, 1.80407, 0.09778], [0.83397, -2.37729, -0.36897], [2.64877, -0.74426, 1.25642], [-1.21987, 2.08379, -0.94808], [-1.16215, 2.70004, 0.68819], [-2.08881, 1.22701, 0.32294]], "e_lumo_ev": 0.63, "total_charge": 0, "orbital_gap_ha": 0.344, "smiles": "[H]/N=C(\\NS)SC"}

***

Stability ranking, top and bottom: x is the most stable and w is the least stable.

***

w:
{"formula": "C5H14N3O", "method": "wB97M-V/def2-TZVPD", "symbols": ["C", "C", "C", "C", "C", "N", "N", "N", "O", "H", "H", "H", "H", "H", "H", "H", "H", "H", "H", "H", "H", "H", "H"], "xyz": [[-2.81585, 0.06417, -0.39829], [-1.56027, 0.15189, 0.06214], [0.62106, 0.54678, -0.16880], [1.16855, 1.81058, 0.41680], [-4.03160, -0.00815, 0.51408], [0.70697, -1.76928, -0.62488], [1.25363, -0.52266, -0.35243], [3.65180, -0.93282, 0.26450], [-4.96446, -0.93360, 0.09018], [-2.96431, 0.06394, -1.42436], [-1.43920, 0.16031, 1.19410], [1.33301, 1.52603, 1.54466], [0.51192, 2.63021, 0.27079], [2.14710, 1.96944, -0.16190], [-4.39069, 1.01601, 0.63433], [-3.58068, -0.51697, 1.35254], [1.20725, -2.26162, -1.31787], [-0.33365, -1.88186, -0.67910], [2.32454, -0.79929, -0.06011], [4.05018, -1.70845, -0.24920], [3.74800, -0.97980, 1.27235], [3.99796, -0.05016, -0.06345], [-5.91726, -0.59542, -0.01756]], "e_lumo_ev": -3.65, "total_charge": 1, "orbital_gap_ha": 0.339}

***

x:
{"formula": "C5H14N3O", "method": "wB97M-V/def2-TZVPD", "symbols": ["C", "C", "C", "C", "C", "N", "N", "N", "O", "H", "H", "H", "H", "H", "H", "H", "H", "H", "H", "H", "H", "H", "H"], "xyz": [[-0.97531, 1.63931, -1.46028], [-0.97124, 3.10539, -1.51854], [1.76881, -2.96886, 1.06222], [1.37114, -1.82658, 1.94091], [0.64749, -0.94956, 1.00753], [-1.09846, 0.97319, -2.62488], [-0.56191, -1.13569, 0.88187], [-0.86180, 0.93185, -0.42470], [-1.07087, 1.56549, 0.79542], [-1.15366, 3.50335, -2.47209], [-0.00663, 3.36110, -0.97174], [-1.80337, 3.53682, -0.95116], [1.03880, -3.10973, 0.29284], [2.67535, -2.63078, 0.57152], [1.92388, -3.85793, 1.57935], [2.25977, -1.46579, 2.49585], [0.86353, -2.18822, 2.71813], [1.13282, -0.20073, 0.50749], [-0.82749, 1.46976, -3.46150], [-1.21251, -0.04133, -2.59980], [-1.02841, -0.29208, 0.51791], [-0.92491, -1.94950, 1.32370], [-1.18502, 2.53052, 0.78994]], "e_lumo_ev": -3.51, "total_charge": 1, "orbital_gap_ha": 0.331}

***

Stability ranking, top and bottom: x is the most stable and w is the least stable.

***

w:
{"formula": "C6H11NO2", "method": "wB97M-V/def2-TZVPD", "symbols": ["C", "C", "C", "C", "C", "C", "N", "O", "O", "H", "H", "H", "H", "H", "H", "H", "H", "H", "H", "H"], "xyz": [[0.22722, -0.19233, 0.52392], [-0.56193, -0.33545, -0.65284], [0.23017, 1.11664, 1.26019], [2.48081, 0.59734, -1.31162], [-2.35783, -0.19629, 0.12683], [1.94063, -0.48043, -0.39861], [-2.89697, -1.37256, 0.53754], [-2.98474, 0.84571, 0.17052], [2.56697, -1.47780, -0.12836], [0.21290, -1.05747, 1.18638], [-2.34348, -2.20852, 0.62210], [-3.87654, -1.39953, 0.80444], [-0.57290, 0.51191, -1.33569], [-0.53798, -1.30377, -1.14615], [1.10018, 1.19712, 1.91749], [-0.68718, 1.19936, 1.85363], [0.22958, 1.96193, 0.56798], [2.41352, 1.56380, -0.80815], [3.52869, 0.40146, -1.56067], [1.88889, 0.62888, -2.22892]], "e_lumo_ev": 0.76, "total_charge": 0, "orbital_gap_ha": 0.320}

***

x:
{"formula": "C6H11NO2", "method": "wB97M-V/def2-TZVPD", "symbols": ["C", "C", "N", "C", "C", "H", "H", "H", "H", "H", "H", "H", "H", "H", "O", "C", "C", "O", "H", "H"], "xyz": [[1.81153, -0.73972, -0.92409], [0.52008, -0.68875, -0.43872], [0.05461, -0.07550, 0.78496], [0.73736, 1.12401, 1.22905], [-0.55506, -0.89956, 1.80850], [2.13481, -1.57451, -1.52300], [2.41899, 0.15186, -0.90520], [0.02701, -1.65956, -0.53113], [0.47933, 1.96160, 0.57429], [1.81853, 0.99010, 1.26924], [0.38093, 1.45372, 2.20504], [0.03950, -1.78893, 2.02166], [-0.70135, -0.36971, 2.75055], [-1.54810, -1.21499, 1.47442], [0.36175, 1.71138, -2.30243], [-0.27321, 0.91193, -1.68592], [-1.60748, 0.72565, -1.30036], [-2.24487, -0.45621, -1.54122], [-2.27047, 1.57244, -1.19437], [-1.58390, -1.13525, -1.77127]], "e_lumo_ev": [-0.17, -0.46], "total_charge": 0, "orbital_gap_ha": [0.267, 0.236], "smiles": "C=CN(C)C.O=C=CO"}

***

Stability ranking, top and bottom: w is the most stable and x is the least stable.

***

w:
{"formula": "C6H11NO2", "method": "wB97M-V/def2-TZVPD", "symbols": ["C", "C", "C", "C", "C", "N", "C", "O", "O", "H", "H", "H", "H", "H", "H", "H", "H", "H", "H", "H"], "xyz": [[0.01814, -0.79666, 0.01430], [-0.58053, 1.14782, 0.09886], [0.64856, -0.92891, -1.35204], [-0.84741, -1.95950, 0.42141], [-0.63823, 2.22667, -0.93869], [0.77277, -0.23445, 1.02905], [0.53947, 1.12330, 1.04469], [1.40689, -0.95686, 2.05671], [1.20979, 1.96632, 1.62108], [1.74602, -0.24848, 2.63136], [-1.53556, 0.84819, 0.51708], [1.18255, -1.88364, -1.41426], [1.34010, -0.11282, -1.54444], [-0.11527, -0.93257, -2.12927], [-0.24662, -2.86937, 0.50780], [-1.31616, -1.78221, 1.38813], [-1.60476, -2.14713, -0.33956], [-1.10683, 3.12920, -0.53449], [-1.23273, 1.91086, -1.79868], [0.35981, 2.50024, -1.27903]], "e_lumo_ev": 0.77, "total_charge": 0, "orbital_gap_ha": 0.345}

***

x:
{"formula": "C6H11NO2", "method": "wB97M-V/def2-TZVPD", "symbols": ["C", "C", "C", "O", "N", "O", "C", "C", "C", "H", "H", "H", "H", "H", "H", "H", "H", "H", "H", "H"], "xyz": [[-1.58808, -0.97258, -1.32660], [-0.14170, -0.35231, -1.09587], [-0.29567, 1.16358, -1.22442], [-0.65741, 1.97091, -2.01206], [0.22202, 1.29631, -0.00535], [0.63194, 2.37508, 0.84165], [0.42264, -0.08612, 0.33337], [-0.40544, -0.52390, 1.53054], [1.98378, -0.35464, 0.51115], [-1.93457, -0.71687, -2.35475], [-2.37203, -0.63853, -0.66492], [-1.59311, -2.05012, -1.10672], [0.65793, -0.77677, -1.80411], [-0.11500, 2.63735, 1.41177], [-0.00935, -0.03954, 2.37585], [-0.32070, -1.56163, 1.83569], [-1.36905, -0.14908, 1.32869], [2.26102, 0.28715, 1.29953], [2.55745, -0.09110, -0.37090], [2.06533, -1.41719, 0.49746]], "e_lumo_ev": 0.59, "total_charge": 0, "orbital_gap_ha": 0.372, "smiles": "C[C@H]1C(=O)N(O)C1(C)C"}

***

Stability ranking, top and bottom: x is the most stable and w is the least stable.